ORCA calculation (ωB97M-V/def2-TZVPD) on one molecule with the formula C5H10N4O2 in a non-equilibrium geometry.

XYZ file:
```
21
Properties=species:S:1:pos:R:3:mulliken_charge:R:1
C 1.03 -0.20 -3.24 -0.8108
N 1.71 0.26 -1.98 -0.4764
C 1.00 0.24 -0.98 0.5005
O -0.36 -0.01 -0.87 -0.4487
C -0.78 0.19 0.48 -0.0318
N -2.10 -0.07 0.85 -0.3885
C -2.44 -1.43 1.36 -0.7763
C 0.37 0.65 1.26 0.2465
N 0.60 0.88 2.53 -0.4842
N 1.45 0.63 0.32 0.1729
O 2.62 1.38 0.65 -0.4779
H 0.03 -0.24 -3.07 0.3555
H 1.47 -1.17 -3.58 0.2456
H 1.23 0.65 -3.99 0.2520
H -2.69 0.00 0.05 0.3625
H -1.82 -1.73 2.24 0.2667
H -3.53 -1.31 1.54 0.3387
H -2.27 -2.37 0.62 0.2174
H 1.50 1.42 2.73 0.2916
H -0.35 1.06 3.06 0.2919
H 3.34 1.19 0.01 0.3528
```

HOMO level   -6.6 eV
Gap between HOMO and LUMO   7.308 eV
LUMO   0.76 eV
Largest force on an atom   8.09 eV/A
SMILES string   C/N=c1\oc(NC)c(N)n1O
ΔE to the lowest compared entry with this formula, charge and spin   388.6 kJ/mol
DFT total energy   -15398.0167 eV

=====

ORCA calculation (ωB97M-V/def2-TZVPD) on C19H27ClFeN5O3S as an isolated structure.

XYZ file:
```
57
Properties=species:S:1:pos:R:3:mulliken_charge:R:1
Fe 0.82 0.54 -0.08 -0.0957
C 1.51 -2.90 2.27 -1.5685
C 1.06 -1.58 1.73 0.4759
N 1.13 -1.27 0.50 1.7920
N 1.79 -2.12 -0.37 -1.2092
C 2.79 -1.44 -0.87 0.3571
N 3.58 -2.05 -1.80 -0.3991
S 3.14 0.21 -0.41 -0.5112
C 0.76 -0.41 2.58 0.6320
C 0.52 -0.48 3.95 -1.2586
C 0.39 0.69 4.67 -0.5253
C 0.52 1.90 4.01 -0.9663
C 0.74 1.89 2.65 0.0165
N 0.84 0.77 1.93 0.4736
H 2.55 -3.07 1.99 0.3106
H 0.93 -3.71 1.81 0.3083
H 1.42 -2.97 3.35 0.4664
H 3.52 -3.06 -1.86 0.2754
H 4.47 -1.63 -1.99 0.2378
H 0.44 -1.44 4.44 0.4149
H 0.21 0.66 5.74 0.4623
H 0.46 2.84 4.54 0.4586
H 0.85 2.82 2.10 0.3180
C -2.25 -2.96 -0.86 -1.0072
O -1.15 -2.11 -1.11 -0.0399
C -1.20 -1.57 -2.41 -0.8247
C 0.13 -1.01 -2.84 -0.5945
O 0.50 0.19 -2.14 -0.0380
C 1.29 1.12 -2.89 -0.7322
C 0.92 2.50 -2.43 -0.5906
O 0.90 2.51 -1.00 -0.0787
C 0.75 3.83 -0.49 -1.0195
H -2.25 -3.82 -1.54 0.3532
H -3.20 -2.43 -0.96 0.4056
H -2.15 -3.33 0.16 0.2273
H -1.99 -0.80 -2.49 0.2412
H -1.44 -2.36 -3.13 0.6331
H 0.03 -0.74 -3.90 0.5464
H 0.91 -1.76 -2.73 0.1329
H 1.09 1.02 -3.96 0.5567
H 2.35 0.92 -2.70 0.1893
H -0.08 2.78 -2.79 0.3863
H 1.64 3.23 -2.80 0.4928
H 1.71 4.35 -0.49 0.2812
H 0.35 3.77 0.52 0.3042
H 0.03 4.39 -1.11 0.4386
Cl -4.04 -1.29 2.05 -0.1916
C -3.28 -0.13 1.03 -0.1552
C -4.00 0.87 0.41 -0.3164
C -3.31 1.76 -0.40 -1.0478
C -1.94 1.63 -0.53 -0.1514
N -1.24 0.66 0.07 1.1293
C -1.91 -0.21 0.84 -0.6156
H -5.07 0.94 0.55 0.4830
H -3.83 2.56 -0.91 0.4923
H -1.38 2.30 -1.15 0.1156
H -1.34 -1.00 1.29 0.5287
```

HOMO level   -10.5 eV
Gap between HOMO and LUMO   7.642 eV
LUMO   -2.83 eV
Largest force on an atom   0.29 eV/A
ΔE to the lowest compared entry with this formula, charge and spin   2.6 kJ/mol
Net charge   +1
DFT total energy   -91473.3862 eV

=====

ORCA calculation (ωB97M-V/def2-TZVPD) on a 2-piece molecular cluster, CHN2O4 overall in a non-equilibrium geometry.

XYZ file:
```
8
Properties=species:S:1:pos:R:3:mulliken_charge:R:1
C 0.75 -0.23 -0.53 -0.3269
N -0.96 1.53 0.53 0.3941
N 0.32 -1.38 -0.14 0.8412
O -2.11 1.52 0.22 -0.4407
O -0.33 2.57 0.83 -0.5038
O -0.69 -1.82 0.36 -0.6630
O 1.28 -2.13 -0.58 -0.6313
H 1.74 -0.07 -0.68 0.3304
```

HOMO level (alpha / beta)   -4.6 / -3.8 eV
Gap between HOMO and LUMO (alpha / beta)   7.836 / 6.347 eV
LUMO (alpha / beta)   3.25 / 2.53 eV
Largest force on an atom   4.56 eV/A
ΔE to the lowest compared entry with this formula, charge and spin   712.7 kJ/mol
Net charge   -1
DFT total energy   -12215.1393 eV

=====

ORCA calculation (ωB97M-V/def2-TZVPD) on C48H44GeN3O4S2SbW as an isolated structure in a non-equilibrium geometry.

XYZ file:
```
104
Properties=species:S:1:pos:R:3:mulliken_charge:R:1
W 0.23 -0.02 0.27 -0.0647
C -2.27 2.54 0.97 -0.7506
C -1.64 1.88 2.13 0.1808
N -0.68 0.95 2.00 0.3750
C -0.25 0.52 3.25 -0.3615
C -0.91 1.09 4.30 -0.6181
S -2.07 2.22 3.76 -0.0776
C 0.84 -0.43 3.24 -0.1783
C 1.59 -0.87 4.29 -0.6299
S 2.80 -1.97 3.80 -0.0172
C 2.26 -1.82 2.19 -0.4313
N 1.22 -0.97 2.00 1.1793
C 2.85 -2.59 1.07 -0.3540
H -2.15 1.94 0.05 -0.2976
H -1.80 3.52 0.79 0.3462
H -3.33 2.73 1.14 0.5954
H -0.77 0.90 5.35 0.5340
H 1.48 -0.58 5.32 0.5671
H 3.60 -3.29 1.46 0.7627
H 3.37 -1.95 0.35 -0.2545
H 2.08 -3.18 0.56 -0.0193
C 4.15 -2.92 -2.07 -0.6888
C 3.78 -2.42 -3.42 0.6452
C 4.50 -2.87 -4.54 -0.9302
C 4.22 -2.41 -5.81 -0.9979
C 3.24 -1.45 -6.00 -1.2581
C 2.53 -0.99 -4.91 -0.2353
C 2.79 -1.49 -3.65 1.0570
Sb 1.33 -0.74 -2.11 -0.1293
C -0.22 -1.72 -3.30 1.0171
C -0.64 -1.18 -4.48 -0.4424
C -1.46 -1.89 -5.37 -0.7243
C -1.89 -3.18 -5.06 -1.0994
C -1.56 -3.74 -3.86 -0.5144
C -0.75 -3.03 -2.84 2.0947
C 0.28 -3.95 -2.18 -1.6817
C 1.37 1.29 -2.95 1.4447
C 2.65 1.75 -3.28 -0.8430
C 2.82 2.99 -3.87 -0.8747
C 1.71 3.78 -4.11 -1.1467
C 0.45 3.35 -3.73 -0.4011
C 0.25 2.10 -3.14 0.1810
C -1.15 1.74 -2.72 -1.3248
H 4.90 -3.70 -2.14 0.5579
H 3.27 -3.34 -1.57 -0.0333
H 4.57 -2.11 -1.48 0.1902
H 5.28 -3.60 -4.39 0.5021
H 4.78 -2.79 -6.65 0.4601
H 3.03 -1.06 -6.98 0.5443
H 1.79 -0.21 -5.07 0.4149
H -0.31 -0.19 -4.78 0.3554
H -1.73 -1.44 -6.32 0.5856
H -2.46 -3.74 -5.78 0.5548
H -1.90 -4.73 -3.60 0.5603
H -0.15 -4.94 -2.00 0.6602
H 0.60 -3.54 -1.22 0.1805
H 1.14 -4.08 -2.84 0.3429
H 3.51 1.12 -3.11 0.6008
H 3.81 3.32 -4.14 0.5775
H 1.82 4.74 -4.60 0.5041
H -0.41 3.98 -3.90 0.5643
H -1.78 1.49 -3.57 0.6589
H -1.61 2.60 -2.24 0.7271
H -1.17 0.89 -2.01 -0.7556
Ge -1.84 -1.23 -0.21 1.7727
C -2.44 -2.56 1.08 0.5381
C -3.60 -3.33 0.91 -0.8525
C -3.95 -4.28 1.85 -0.8659
C -3.14 -4.49 2.96 -0.6770
C -1.98 -3.74 3.14 -0.9047
C -1.63 -2.81 2.19 0.1305
C -3.54 -0.71 -1.09 0.6479
C -3.82 -0.75 -2.46 0.1149
C -5.08 -0.42 -2.92 -0.7695
C -6.07 -0.01 -2.04 -0.7937
C -5.79 0.07 -0.68 -0.8056
C -4.55 -0.30 -0.21 -0.4082
H -1.49 -2.79 -1.99 -1.3291
H -4.22 -3.16 0.04 0.4727
H -4.84 -4.88 1.71 0.4804
H -3.41 -5.24 3.68 0.4633
H -1.37 -3.90 4.01 0.4896
H -0.71 -2.22 2.30 0.6052
H -3.07 -1.08 -3.16 0.2403
H -5.30 -0.50 -3.98 0.4987
H -7.05 0.24 -2.40 0.4480
H -6.55 0.40 0.01 0.4944
H -4.35 -0.28 0.86 0.5894
O 0.41 3.87 -0.30 -0.4834
C 1.03 2.86 -0.20 0.0081
O 0.43 1.64 -0.32 1.4516
C 2.48 2.72 0.12 0.3233
C 3.32 3.84 0.09 -0.5589
C 4.65 3.71 0.47 -0.9291
C 5.12 2.47 0.88 -0.3824
C 4.30 1.35 0.91 -1.1124
C 2.99 1.48 0.52 1.7605
N 6.52 2.30 1.37 1.0597
O 7.24 3.24 1.26 -0.5550
O 6.75 1.21 1.83 -0.5927
H 2.93 4.79 -0.22 0.6410
H 5.32 4.56 0.46 0.5791
H 4.71 0.41 1.26 0.6534
H 2.30 0.60 0.56 -0.8289
```

HOMO level (alpha / beta)   -18.3 / -18.3 eV
Gap between HOMO and LUMO (alpha / beta)   5.332 / 5.340 eV
LUMO (alpha / beta)   -12.95 / -12.95 eV
Largest force on an atom   3.55 eV/A
Net charge   +4
DFT total energy   -149655.8245 eV

=====

ORCA calculation (ωB97M-V/def2-TZVPD) on C16H30Cl2GeN6O2Rh as an isolated structure in a non-equilibrium geometry.

XYZ file:
```
58
Properties=species:S:1:pos:R:3:mulliken_charge:R:1
Rh -10.91 3.80 10.53 0.4320
N -14.83 3.45 12.12 -0.0925
C -14.34 4.12 13.23 -0.7471
C -12.98 4.20 13.03 -0.5192
N -12.68 3.62 11.83 0.0853
C -13.79 3.16 11.31 0.3661
C -13.78 2.47 10.03 -0.0424
N -12.73 2.54 9.27 0.2940
C -12.98 1.71 8.19 -0.6138
C -14.23 1.19 8.31 -0.6103
N -14.73 1.67 9.50 -0.1088
H -15.83 3.39 11.96 0.2291
H -14.95 4.51 14.03 0.4246
H -12.27 4.67 13.67 0.5358
H -12.26 1.55 7.42 0.4735
H -14.76 0.48 7.71 0.4185
H -15.65 1.50 9.90 0.2055
C -8.04 2.05 12.43 -1.0129
Ge -7.91 2.48 10.54 0.5636
C -7.22 4.30 10.30 -0.9818
C -6.75 1.24 9.57 -1.2340
C -9.68 2.33 9.72 -0.9987
H -7.15 2.37 12.96 0.3288
H -8.22 1.00 12.55 0.3884
H -8.87 2.59 12.92 0.2413
H -6.29 4.38 10.87 0.3481
H -7.86 5.12 10.66 0.1722
H -7.03 4.48 9.24 0.3693
H -5.79 1.17 10.10 0.3570
H -6.53 1.63 8.58 0.3708
H -7.20 0.27 9.49 0.3744
H -10.14 1.38 9.98 0.4894
H -9.66 2.51 8.66 0.5367
C -13.63 7.37 10.18 -1.2968
C -13.00 7.00 8.87 1.4159
C -14.07 6.84 7.79 -1.8471
C -12.04 8.11 8.47 -1.7362
N -12.32 5.69 8.98 0.4155
N -11.01 5.71 9.51 -0.6486
H -14.19 8.32 10.16 0.4659
H -12.91 7.50 11.01 0.1856
H -14.36 6.58 10.45 0.2175
H -14.58 7.82 7.62 0.3971
H -14.85 6.14 8.11 0.3612
H -13.59 6.54 6.86 0.4857
H -12.59 9.04 8.48 0.4923
H -11.60 7.98 7.49 0.3886
H -11.20 8.14 9.19 0.2798
H -12.28 5.23 8.09 0.3491
H -10.94 6.30 10.37 0.3016
H -10.31 6.07 8.85 0.2095
Cl -8.14 8.02 13.04 -0.1571
C -8.96 6.57 13.55 0.2363
Cl -7.85 5.38 14.14 -0.1323
C -9.91 6.16 12.39 -0.0710
O -10.59 7.05 11.86 -0.7379
O -9.87 4.94 12.07 0.0390
H -9.64 6.84 14.36 0.3434
```

HOMO level (alpha / beta)   -11.2 / -12.0 eV
Gap between HOMO and LUMO (alpha / beta)   8.537 / 7.223 eV
LUMO (alpha / beta)   -2.65 / -4.80 eV
Multiplicity   5
Largest force on an atom   1.82 eV/A
ΔE to the lowest compared entry with this formula, charge and spin   0.0 kJ/mol
Net charge   +1
DFT total energy   -114675.3106 eV